No. 1
Below is C3H2CsFO2 as an isolated structure at a distorted geometry, with properties calculated with the ωB97M-V functional and the def2-TZVPD basis.

energy relative to the best compared isomer or geometry (same formula, charge and spin): 65.1 kcal per mole
LUMO energy: -1.7865 eV
highest occupied orbital energy: -5.13 eV
DFT total energy: -10498.3719 eV

Geometry as ORCA input:
```
! RIJCOSX wB97M-V def2-TZVPD def2/J DEFGRID3
* xyz 0 1
O -0.105 -0.938 -0.937
C -0.646 0.221 -1.163
C 0.779 -0.852 0.245
O -0.052 1.151 -0.472
C 0.796 0.597 0.628
H 1.763 -1.264 -0.004
H 0.338 -1.512 1.001
F 2.063 1.099 0.147
Cs -4.935 1.498 0.554
*
```

Atomic partial charges in e from the Löwdin method, atoms 1 to 4:
1. O -0.109
2. C -0.239
3. C -0.174
4. O -0.133

=====

No. 2
Below is C3H2CuO3 as an isolated structure at a distorted geometry, with properties calculated with the ωB97M-V functional and the def2-TZVPD basis.

energy relative to the best compared isomer or geometry (same formula, charge and spin): 36.4 kcal per mole
LUMO energy (spin up / spin down): 0.2564 / -1.8265 eV
highest occupied orbital energy (spin up / spin down): -7.58 / -9.33 eV
<S²>: 0.751
DFT total energy: -53921.3896 eV

Geometry as ORCA input:
```
! RIJCOSX wB97M-V def2-TZVPD def2/J DEFGRID3
* xyz 0 2
H -0.316 -0.839 -0.007
C 1.785 -0.641 -2.058
O 2.894 -0.830 -2.327
O 0.665 -0.567 -1.759
C -1.975 1.195 1.525
C -1.604 0.273 0.837
O -1.279 -0.729 0.080
H -2.291 2.036 2.112
Cu 2.122 0.103 1.597
*
```

Atomic partial charges in e from the Löwdin method, atoms 1 to 4:
1. H 0.058
2. C -0.411
3. O 0.212
4. O 0.173

=====

No. 3
Below is C3H2EuO3 as an isolated structure at a distorted geometry, with properties calculated with the ωB97M-V functional and the def2-TZVPD basis.

energy relative to the best compared isomer or geometry (same formula, charge and spin): 47.5 kcal per mole
LUMO energy (spin up / spin down): -0.9923 / -0.9977 eV
highest occupied orbital energy (spin up / spin down): -5.61 / -5.61 eV
<S²>: 15.762
DFT total energy: -28610.8208 eV

Geometry as ORCA input:
```
! RIJCOSX wB97M-V def2-TZVPD def2/J DEFGRID3
* xyz 0 8
O 4.899 0.432 0.041
C 3.785 0.547 0.058
O -1.117 1.518 0.119
C -2.088 0.677 0.001
C -1.642 -0.756 -0.100
O -0.291 -1.028 0.010
H -2.343 -0.937 0.840
Eu 0.952 0.751 0.009
H -2.156 -1.204 -0.977
*
```

Atomic partial charges in e from the Löwdin method, atoms 1 to 4:
1. O 0.100
2. C -0.063
3. O -0.423
4. C -0.287

=====

No. 4
Below is one molecule with the formula C3H2F2O at a distorted geometry, with properties calculated with the ωB97M-V functional and the def2-TZVPD basis.

energy relative to the best compared isomer or geometry (same formula, charge and spin): 13.1 kcal per mole
LUMO energy: -0.0384 eV
highest occupied orbital energy: -10.34 eV
structure (SMILES): O=CC=C(F)F
DFT total energy: -10624.4087 eV

Geometry as ORCA input:
```
! RIJCOSX wB97M-V def2-TZVPD def2/J DEFGRID3
* xyz 0 1
O 2.042 0.616 -0.048
C 1.624 -0.562 0.030
C 0.201 -0.942 0.019
C -0.753 -0.049 -0.013
F -0.745 1.280 0.050
F -2.032 -0.428 -0.048
H 2.360 -1.348 -0.045
H -0.131 -1.929 0.197
*
```

Atomic partial charges in e from the Löwdin method, atoms 1 to 4:
1. O 0.018
2. C -0.211
3. C 0.013
4. C -0.329

=====

- Which value of energy relative to the best compared isomer or geometry (same formula, charge and spin) does entry 3 give?
  47.5 kcal per mole